[1]
C13H44O9 | the ωB97M-V functional and the def2-TZVPD basis

Summary:
HOMO energy	-9.4207	eV
DFT total energy	-1198.7101	Eh
SMILES	CCO.CCO.CCO.CCO.CO.CO.CO.CO.CO
frontier orbital gap	0.364	hartree
strongest force on any atom	0.0290	Eh/bohr
ΔE to the lowest compared entry with this formula, charge and spin	3.269	eV

The geometry in ORCA input format:
```
! RIJCOSX wB97M-V def2-TZVPD def2/J DEFGRID3
* xyz 0 1
C -0.3703 2.8391 1.4805
C 0.5475 4.0069 1.2034
O 1.6437 3.6815 0.3439
H -0.8243 2.4205 0.5945
H -1.1647 3.1212 2.1884
H 0.1451 2.0020 1.9791
H 0.9895 4.4282 2.1159
H -0.0212 4.8419 0.8200
H 2.2087 2.9826 0.7110
C 3.6170 -4.1190 1.2059
C 2.8243 -3.4919 0.1022
O 3.2339 -4.0749 -1.1559
H 4.6849 -3.9478 1.0670
H 3.4458 -5.1865 1.3188
H 3.3622 -3.7260 2.1797
H 2.9684 -2.4057 0.0761
H 1.7340 -3.5384 0.1323
H 2.8730 -3.5560 -1.8775
C -1.2620 3.4969 -2.1346
C -2.4492 4.4007 -2.4667
O -3.2814 4.6123 -1.3271
H -0.5810 3.9297 -1.3901
H -0.7956 3.2303 -3.0912
H -1.6460 2.5884 -1.6651
H -3.1046 3.9583 -3.2098
H -2.0927 5.3388 -2.9077
H -3.0693 5.4463 -0.8962
C -3.9452 0.2156 -0.9744
C -4.3294 1.1872 0.1254
O -3.4828 0.9285 1.2247
H -4.5813 0.4020 -1.8425
H -4.0268 -0.8390 -0.6875
H -2.8951 0.4219 -1.2166
H -5.3787 1.0911 0.4072
H -4.2807 2.2275 -0.1794
H -3.5928 1.6533 1.8394
C 1.5555 1.1006 -3.2328
O 2.0661 0.2948 -2.1863
H 2.0167 0.8791 -4.1936
H 0.5754 0.6981 -3.4556
H 1.5916 2.1545 -2.9707
H 2.8450 0.7845 -1.9207
C -0.3916 -5.5003 -0.1487
O -0.8849 -4.4032 -0.9092
H 0.1174 -6.2343 -0.7684
H 0.2480 -5.1350 0.6528
H -1.2487 -5.9358 0.3628
H -0.1804 -4.1517 -1.5086
C -0.4148 -0.8067 -0.2048
O -0.8910 -0.3056 1.0391
H -0.3557 0.0043 -0.9408
H 0.5811 -1.2514 -0.1332
H -1.0777 -1.6096 -0.5588
H -1.8152 -0.0179 0.8997
C 3.1066 0.2856 1.2063
O 3.2615 1.6209 1.6732
H 3.3373 0.2497 0.1302
H 3.6773 -0.4300 1.7932
H 2.0518 0.0318 1.2910
H 4.2023 1.7814 1.7283
C -0.1160 -2.8270 3.1005
O 0.0016 -1.4297 3.3342
H 0.5800 -3.1312 2.3148
H 0.1436 -3.4161 3.9811
H -1.1600 -2.9612 2.8213
H -0.5255 -0.9063 2.7106
*
```

=====

[2]
C13H44O9 | the ωB97M-V functional and the def2-TZVPD basis

Summary:
HOMO energy	-9.6668	eV
DFT total energy	-1198.6872	Eh
SMILES	CCO.CCO.CCO.CCO.CO.CO.CO.CO.CO
frontier orbital gap	0.375	hartree
strongest force on any atom	0.0497	Eh/bohr
ΔE to the lowest compared entry with this formula, charge and spin	3.893	eV

The geometry in ORCA input format:
```
! RIJCOSX wB97M-V def2-TZVPD def2/J DEFGRID3
* xyz 0 1
C -8.7624 7.9425 -19.8932
C -9.0414 6.6705 -20.7521
O -10.4715 6.6971 -21.0171
H -9.3058 8.7306 -20.4153
H -7.6922 8.1350 -19.9638
H -9.1386 7.9708 -18.8729
H -8.8225 5.7475 -20.2134
H -8.5747 6.7372 -21.7300
H -10.9092 6.7478 -20.1590
C -12.7585 14.1244 -22.8579
C -14.2159 14.4527 -22.5646
O -15.0032 13.5658 -23.3977
H -12.4762 14.2014 -23.9046
H -12.5579 13.0972 -22.5414
H -12.1106 14.7005 -22.1882
H -14.4600 15.4787 -22.8519
H -14.3914 14.3965 -21.4916
H -15.1202 14.0200 -24.2341
C -9.0117 14.5454 -17.9103
C -8.7651 15.7846 -17.0487
O -8.4945 16.9341 -17.8654
H -8.0695 14.0663 -18.1824
H -9.7090 14.7503 -18.7169
H -9.4282 13.7260 -17.3121
H -7.9776 15.5826 -16.3202
H -9.6299 16.0681 -16.4496
H -7.5455 17.0852 -17.8729
C -12.4030 13.4593 -16.0621
C -12.2734 14.5470 -15.0127
O -12.3027 13.7864 -13.7924
H -13.3077 12.9035 -15.8186
H -11.6041 12.7186 -16.0358
H -12.4788 13.8484 -17.0797
H -13.1690 15.1801 -15.0152
H -11.3870 15.1849 -14.9623
H -12.0469 14.3044 -13.0243
C -10.8462 11.8525 -19.8831
O -11.1143 10.6143 -19.2868
H -11.1801 11.8820 -20.9278
H -11.3112 12.7258 -19.4239
H -9.7773 12.0669 -20.0080
H -11.2992 9.9412 -19.9486
C -14.8921 10.5968 -21.2845
O -15.4666 11.8498 -21.0654
H -15.3121 9.8188 -20.6460
H -15.0810 10.2165 -22.2986
H -13.8008 10.6225 -21.2006
H -15.3973 12.4289 -21.8301
C -12.5224 8.5817 -23.0054
O -11.8354 9.1906 -21.9284
H -12.9397 9.3893 -23.6090
H -11.8894 8.1382 -23.7880
H -13.2128 7.7828 -22.7377
H -11.4611 8.4510 -21.4214
C -13.2478 8.1655 -18.4667
O -12.6943 6.8970 -18.7591
H -14.1653 8.0561 -17.8772
H -12.5103 8.8139 -17.9934
H -13.6127 8.5900 -19.4022
H -12.2959 6.4591 -18.0058
C -7.6829 10.6967 -18.4862
O -7.2292 9.5548 -17.7768
H -8.5196 10.4988 -19.1562
H -7.9431 11.5207 -17.8145
H -6.8119 11.0090 -19.0650
H -8.0060 9.2083 -17.3260
*
```

=====

[3]
C13H45NO10 | the ωB97M-V functional and the def2-TZVPD basis

Summary:
HOMO energy	-8.9895	eV
DFT total energy	-1329.3625	Eh
SMILES	CC1(C)CCCC(C)(C)N1O.CO.CO.CO.CO.O.O.O.O.O
frontier orbital gap	0.329	hartree
strongest force on any atom	0.0337	Eh/bohr
ΔE to the lowest compared entry with this formula, charge and spin	0.705	eV

The geometry in ORCA input format:
```
! RIJCOSX wB97M-V def2-TZVPD def2/J DEFGRID3
* xyz 0 1
C -1.8630 0.0480 -0.2037
C -2.3535 1.4869 -0.0243
C -1.5274 2.4166 -0.8734
C -3.7812 1.5410 -0.4314
C -4.6024 2.6802 0.1949
C -4.3678 2.8564 1.6947
C -2.9080 2.8331 2.0966
C -2.2667 4.1844 1.7328
C -2.7909 2.5761 3.5668
N -2.2814 1.7252 1.4165
O -0.9289 1.6820 1.7864
H -2.2432 -0.6074 0.5821
H -2.3480 -0.3344 -1.1174
H -0.7874 -0.0151 -0.3774
H -0.5140 2.5548 -0.5290
H -1.4688 1.9992 -1.8876
H -2.0382 3.3692 -1.0183
H -3.8337 1.6517 -1.5187
H -4.2750 0.5993 -0.1720
H -4.3989 3.6225 -0.3305
H -5.6560 2.4615 0.0130
H -4.9186 2.0559 2.2010
H -4.8246 3.8149 1.9442
H -1.1848 4.0486 1.6190
H -2.3509 4.8832 2.5689
H -2.6546 4.6028 0.8127
H -3.2448 1.5916 3.7739
H -3.3595 3.2616 4.1912
H -1.7494 2.4802 3.8641
H -0.7575 0.7583 2.0187
C 5.3049 -0.9691 -1.8799
O 4.7281 -2.1460 -2.4859
H 6.3224 -0.8705 -2.2411
H 4.7390 -0.0686 -2.1426
H 5.2593 -1.0616 -0.7918
H 4.0932 -2.4978 -1.8552
C -0.9585 -3.6066 -0.3361
O -0.2258 -2.6726 -1.0889
H -0.2859 -4.0421 0.3992
H -1.7629 -3.0842 0.1951
H -1.3678 -4.4006 -0.9610
H -0.8527 -2.1302 -1.5778
C 3.1200 -4.1767 0.9379
O 3.9471 -3.9166 2.0661
H 3.6720 -4.0584 -0.0087
H 2.7548 -5.2011 1.0032
H 2.2489 -3.5120 0.8749
H 3.9322 -2.9618 2.2342
C 1.6763 -2.8542 -3.9182
O 2.5824 -3.5041 -4.7933
H 1.1511 -2.0424 -4.4310
H 0.9560 -3.5872 -3.5533
H 2.1922 -2.4505 -3.0440
H 3.4654 -3.1681 -4.6102
O 3.4452 -1.0713 2.1382
H 2.4746 -1.1484 2.1523
H 3.6294 -0.2098 1.7538
O 1.3009 2.5586 -2.4429
H 1.6803 1.8956 -3.0304
H 1.6814 2.3499 -1.5701
O 2.4196 -1.2532 -0.8337
H 2.2286 -0.6131 -0.1309
H 1.5872 -1.7094 -1.0128
O 0.5000 -1.4913 1.8812
H 0.0440 -1.4829 1.0239
H 0.0620 -2.1849 2.3902
O 1.6419 2.0323 0.3540
H 0.7280 2.2589 0.5992
H 2.1642 2.2232 1.1426
*
```

=====

Look up the strongest force on any atom of the third one. 0.0337 Eh/bohr